(1)
Formula: C32H72F6N7O12S6
Source: the Open Molecules 2025 dataset
Level of theory: ωB97M-V/def2-TZVPD

Total charge   +1
Largest force on an atom   5.61 eV/A
Lowest unoccupied orbital energy   -2.54 eV

Last columns: bonded neighbours and bond lengths (Å).
Geometry (Å):
1 C 1.473 -4.696 0.841  C2 1.504, H10 1.094, H11 1.073, H12 1.095
2 C 2.647 -5.124 0.003  C1 1.504, C3 1.516, H13 1.093, H14 1.094
3 C 3.204 -6.481 0.387  C2 1.516, N4 1.501, H15 1.093, H16 1.094
4 N 3.984 -7.160 -0.700  C3 1.501, C5 1.487, C6 1.508, C9 1.521
5 C 5.101 -6.253 -1.074  N4 1.487, H17 1.087, H18 1.086, H19 1.090
6 C 4.506 -8.475 -0.179  N4 1.508, C7 1.516, H20 1.090, H21 1.090
7 C 4.816 -9.310 -1.405  C6 1.516, C8 1.551, H22 1.087, H23 1.084
8 C 3.484 -9.074 -2.163  C7 1.551, C9 1.525, H24 1.086, H25 1.089
9 C 3.221 -7.587 -1.945  N4 1.521, C8 1.525, H26 1.089, H27 1.092
10 H 0.570 -5.289 0.668  C1 1.094
11 H 1.173 -3.677 0.694  C1 1.073
12 H 1.724 -4.880 1.891  C1 1.095
13 H 3.465 -4.399 -0.006  C2 1.093
14 H 2.389 -5.023 -1.055  C2 1.094
15 H 2.419 -7.134 0.779  C3 1.093
16 H 3.855 -6.351 1.256  C3 1.094
17 H 4.715 -5.315 -1.467  C5 1.087
18 H 5.677 -6.723 -1.866  C5 1.086
19 H 5.748 -5.970 -0.244  C5 1.090
20 H 5.331 -8.268 0.503  C6 1.090
21 H 3.747 -9.003 0.399  C6 1.090
22 H 5.636 -8.873 -1.970  C7 1.087
23 H 4.900 -10.379 -1.240  C7 1.084
24 H 3.528 -9.300 -3.225  C8 1.086
25 H 2.632 -9.575 -1.707  C8 1.089
26 H 3.443 -6.930 -2.784  C9 1.089
27 H 2.159 -7.380 -1.797  C9 1.092
28 C -2.711 0.230 -1.238  C29 1.515, H37 1.090, H38 1.093, H39 1.102
29 C -1.309 -0.323 -1.083  C28 1.515, C30 1.523, H40 1.089, H41 1.095
30 C -0.323 0.821 -0.897  C29 1.523, N31 1.475, H42 1.090, H43 1.090
31 N 1.042 0.374 -0.563  C30 1.475, C32 1.483, C33 1.519, C36 1.542
32 C 1.186 -0.309 0.746  N31 1.483, H44 1.089, H45 1.093, H46 1.072
33 C 2.014 1.538 -0.654  N31 1.519, C34 1.502, H47 1.089, H48 1.088
34 C 3.367 0.942 -0.920  C33 1.502, C35 1.542, H49 1.094, H50 1.089
35 C 3.088 -0.447 -1.531  C34 1.542, C36 1.510, H51 1.085, H52 1.089
36 C 1.593 -0.457 -1.739  N31 1.542, C35 1.510, H53 1.091, H54 1.085
37 H -2.912 0.688 -2.206  C28 1.090
38 H -3.169 0.834 -0.450  C28 1.093
39 H -3.384 -0.643 -1.235  C28 1.102
40 H -1.049 -0.957 -1.930  C29 1.089
41 H -1.312 -0.957 -0.190  C29 1.095
42 H -0.709 1.518 -0.153  C30 1.090
43 H -0.260 1.373 -1.835  C30 1.090
44 H 0.475 0.221 1.380  C32 1.089
45 H 2.172 -0.106 1.172  C32 1.093
46 H 1.136 -1.376 0.664  C32 1.072
47 H 1.960 2.128 0.260  C33 1.089
48 H 1.672 2.194 -1.452  C33 1.088
49 H 3.938 0.786 0.000  C34 1.094
50 H 3.970 1.642 -1.495  C34 1.089
51 H 3.500 -1.239 -0.914  C35 1.085
52 H 3.672 -0.486 -2.449  C35 1.089
53 H 1.285 -1.499 -1.642  C36 1.091
54 H 1.226 -0.079 -2.688  C36 1.085
55 C -6.980 0.048 1.568  C56 1.531, H64 1.086, H65 1.093, H66 1.086
56 C -6.772 0.578 0.147  C55 1.531, C57 1.513, H67 1.093, H68 1.092
57 C -6.907 2.080 0.027  C56 1.513, N58 1.500, H69 1.094, H70 1.089
58 N -6.620 2.622 -1.342  C57 1.500, C59 1.494, C60 1.510, C63 1.517
59 C -5.294 2.206 -1.892  N58 1.494, H71 1.080, H72 1.085, H73 1.085
60 C -6.655 4.130 -1.294  N58 1.510, C61 1.539, H74 1.083, H75 1.090
61 C -6.880 4.529 -2.764  C60 1.539, C62 1.560, H76 1.091, H77 1.084
62 C -7.544 3.285 -3.431  C61 1.560, C63 1.551, H78 1.083, H79 1.088
63 C -7.737 2.246 -2.297  N58 1.517, C62 1.551, H80 1.085, H81 1.084
64 H -7.008 -1.038 1.568  C55 1.086
65 H -7.995 0.338 1.855  C55 1.093
66 H -6.234 0.476 2.232  C55 1.086
67 H -7.444 0.032 -0.521  C56 1.093
68 H -5.775 0.306 -0.209  C56 1.092
69 H -6.169 2.544 0.688  C57 1.094
70 H -7.887 2.432 0.347  C57 1.089
71 H -5.242 1.128 -1.912  C59 1.080
72 H -4.540 2.688 -1.279  C59 1.085
73 H -5.220 2.641 -2.883  C59 1.085
74 H -5.729 4.446 -0.830  C60 1.083
75 H -7.620 4.399 -0.864  C60 1.090
76 H -5.929 4.731 -3.259  C61 1.091
77 H -7.534 5.382 -2.897  C61 1.084
78 H -7.009 2.873 -4.279  C62 1.083
79 H -8.539 3.635 -3.696  C62 1.088
80 H -7.490 1.227 -2.577  C63 1.085
81 H -8.718 2.399 -1.861  C63 1.084
82 C 3.837 4.122 4.367  C83 1.541, H91 1.085, H92 1.087, H93 1.090
83 C 2.334 3.791 4.444  C82 1.541, C84 1.525, H94 1.097, H95 1.091
84 C 1.461 4.833 3.752  C83 1.525, N85 1.502, H96 1.093, H97 1.094
85 N 0.164 4.366 3.158  C84 1.502, C86 1.485, C87 1.503, C90 1.514
86 C 0.293 3.396 2.041  N85 1.485, H98 1.094, H99 1.084, H100 1.082
87 C -0.789 3.892 4.219  N85 1.503, C88 1.541, H101 1.088, H102 1.085
88 C -1.444 5.154 4.812  C87 1.541, C89 1.524, H103 1.093, H104 1.089
89 C -1.434 6.189 3.693  C88 1.524, C90 1.533, H105 1.083, H106 1.095
90 C -0.513 5.607 2.615  N85 1.514, C89 1.533, H107 1.093, H108 1.086
91 H 4.444 3.308 3.982  C82 1.085
92 H 4.176 4.342 5.375  C82 1.087
93 H 4.015 4.967 3.702  C82 1.090
94 H 2.039 3.954 5.488  C83 1.097
95 H 2.095 2.733 4.330  C83 1.091
96 H 1.935 5.446 2.982  C84 1.093
97 H 1.195 5.631 4.451  C84 1.094
98 H 0.856 2.578 2.501  C86 1.094
99 H 0.880 3.824 1.236  C86 1.084
100 H -0.674 3.040 1.711  C86 1.082
101 H -1.598 3.357 3.725  C87 1.088
102 H -0.296 3.274 4.963  C87 1.085
103 H -2.479 4.905 5.063  C88 1.093
104 H -1.034 5.379 5.795  C88 1.089
105 H -2.358 6.556 3.262  C89 1.083
106 H -0.899 7.075 4.051  C89 1.095
107 H -1.172 5.290 1.802  C90 1.093
108 H 0.204 6.283 2.160  C90 1.086
109 N -0.732 4.175 -0.637  S110 1.661, S114 1.571
110 S -2.045 4.291 -1.648  N109 1.661, O111 1.425, O112 1.422, F113 1.621, S114 2.442
111 O -2.270 3.191 -2.527  S110 1.425
112 O -2.390 5.580 -2.139  S110 1.422
113 F -3.136 4.077 -0.468  S110 1.621
114 S 0.178 5.251 -1.331  N109 1.571, S110 2.442, O115 1.418, O116 1.431, F117 1.649
115 O 0.179 6.574 -0.822  S114 1.418
116 O 0.398 5.016 -2.726  S114 1.431
117 F 1.635 4.659 -0.832  S114 1.649
118 N 5.885 -0.338 1.549  S119 1.642, S123 1.578
119 S 5.252 0.223 2.957  N118 1.642, O120 1.418, O121 1.434, F122 1.570, S123 2.484
120 O 5.470 -0.595 4.094  S119 1.418
121 O 3.956 0.822 2.823  S119 1.434
122 F 6.243 1.422 3.169  S119 1.570
123 S 5.385 -1.835 1.572  N118 1.578, S119 2.484, O124 1.441, O125 1.424, F126 1.614
124 O 3.974 -2.044 1.778  S123 1.441
125 O 6.341 -2.733 2.128  S123 1.424
126 F 5.448 -2.169 -0.006  S123 1.614
127 N 1.772 -4.980 -3.283  S128 1.561, S132 1.640
128 S 2.546 -3.967 -4.184  N127 1.561, O129 1.439, O130 1.418, F131 1.613, S132 2.491
129 O 2.760 -2.640 -3.670  S128 1.439
130 O 2.360 -4.042 -5.587  S128 1.418
131 F 4.029 -4.562 -3.960  S128 1.613
132 S 0.209 -4.566 -3.563  N127 1.640, S128 2.491, O133 1.407, O134 1.438, F135 1.630
133 O -0.338 -4.566 -4.859  S132 1.407
134 O -0.275 -3.717 -2.508  S132 1.438
135 F -0.309 -5.960 -2.897  S132 1.630

---

(2)
Formula: C32H72N4O5
Source: the Open Molecules 2025 dataset
Level of theory: ωB97M-V/def2-TZVPD

SMILES   CC1(C)CCCC(C)(C)N1O.CC1(C)CCCC(C)(C)N1O.CC1(C)CCCC(C)(C)N1O.COC[C@H](C)N.CO
Largest force on an atom   3.97 eV/A
Lowest unoccupied orbital energy   0.36 eV

Last columns: bonded neighbours and bond lengths (Å).
Geometry (Å):
1 C -0.294 -0.249 1.814  O2 1.380, H3 1.090, H4 1.090, H5 1.090
2 O 0.379 -1.405 1.475  C1 1.380, H6 0.960
3 H -0.578 -0.043 2.846  C1 1.090
4 H 0.096 0.706 1.461  C1 1.090
5 H -1.258 -0.350 1.315  C1 1.090
6 H -0.064 -2.088 1.983  O2 0.960
7 C -3.931 4.506 5.095  C8 1.566, H13 1.090, H14 1.090, H15 1.090
8 C -4.687 4.273 3.743  C7 1.566, C9 1.468, N12 1.430, H16 1.090
9 C -4.044 3.228 2.937  C8 1.468, O10 1.347, H17 1.090, H18 1.090
10 O -4.555 3.310 1.693  C9 1.347, C11 1.461
11 C -4.213 2.164 0.854  O10 1.461, H19 1.090, H20 1.090, H21 1.090
12 N -6.034 3.906 4.051  C8 1.430, H22 1.010, H23 1.010
13 H -3.949 3.645 5.763  C7 1.090
14 H -4.435 5.296 5.652  C7 1.090
15 H -2.919 4.856 4.893  C7 1.090
16 H -4.758 5.249 3.263  C8 1.090
17 H -4.173 2.225 3.345  C9 1.090
18 H -2.961 3.322 2.866  C9 1.090
19 H -3.238 1.677 0.842  C11 1.090
20 H -4.491 2.481 -0.151  C11 1.090
21 H -4.831 1.277 0.993  C11 1.090
22 H -6.405 3.812 3.116  N12 1.010
23 H -6.248 3.023 4.491  N12 1.010
24 C -0.985 6.282 1.150  C25 1.523, H35 1.090, H36 1.090, H37 1.090
25 C 0.143 6.613 2.118  C24 1.523, C26 1.553, N30 1.497, C34 1.548
26 C -0.159 5.855 3.440  C25 1.553, C27 1.512, H38 1.090, H39 1.090
27 C 0.109 4.368 3.483  C26 1.512, C28 1.510, H40 1.090, H41 1.090
28 C 1.560 4.093 3.165  C27 1.510, C29 1.556, H42 1.090, H43 1.090
29 C 2.088 4.741 1.853  C28 1.556, N30 1.538, C32 1.535, C33 1.594
30 N 1.481 6.138 1.645  C25 1.497, C29 1.538, O31 1.431
31 O 2.000 6.870 0.531  N30 1.431, H53 0.960
32 C 3.623 4.763 1.891  C29 1.535, H44 1.090, H45 1.090, H46 1.090
33 C 1.651 3.904 0.568  C29 1.594, H47 1.090, H48 1.090, H49 1.090
34 C 0.059 8.145 2.319  C25 1.548, H50 1.090, H51 1.090, H52 1.090
35 H -1.974 6.535 1.533  C24 1.090
36 H -1.128 5.246 0.841  C24 1.090
37 H -0.908 6.731 0.160  C24 1.090
38 H 0.424 6.404 4.179  C26 1.090
39 H -1.201 5.966 3.741  C26 1.090
40 H -0.437 3.795 2.734  C27 1.090
41 H -0.226 4.049 4.470  C27 1.090
42 H 1.568 3.023 2.960  C28 1.090
43 H 2.290 4.154 3.973  C28 1.090
44 H 4.087 3.779 1.824  C32 1.090
45 H 3.936 5.233 0.959  C32 1.090
46 H 3.892 5.356 2.764  C32 1.090
47 H 2.231 4.184 -0.311  C33 1.090
48 H 1.826 2.832 0.654  C33 1.090
49 H 0.647 4.073 0.177  C33 1.090
50 H -0.903 8.443 2.736  C34 1.090
51 H 0.107 8.640 1.349  C34 1.090
52 H 0.834 8.420 3.034  C34 1.090
53 H 2.502 7.625 0.850  O31 0.960
54 C 2.166 0.677 -6.458  C55 1.577, H65 1.090, H66 1.090, H67 1.090
55 C 2.978 -0.036 -5.309  C54 1.577, C56 1.521, N60 1.474, C64 1.575
56 C 3.768 0.995 -4.516  C55 1.521, C57 1.557, H68 1.090, H69 1.090
57 C 2.876 1.863 -3.581  C56 1.557, C58 1.540, H70 1.090, H71 1.090
58 C 2.229 0.926 -2.544  C57 1.540, C59 1.559, H72 1.090, H73 1.090
59 C 1.430 -0.271 -3.144  C58 1.559, N60 1.548, C62 1.478, C63 1.546
60 N 2.212 -0.850 -4.348  C55 1.474, C59 1.548, O61 1.397
61 O 1.696 -2.065 -4.804  N60 1.397, H83 0.960
62 C 1.323 -1.325 -2.113  C59 1.478, H74 1.090, H75 1.090, H76 1.090
63 C 0.016 0.128 -3.625  C59 1.546, H77 1.090, H78 1.090, H79 1.090
64 C 4.177 -0.869 -5.900  C55 1.575, H80 1.090, H81 1.090, H82 1.090
65 H 1.470 1.405 -6.041  C54 1.090
66 H 1.584 -0.112 -6.934  C54 1.090
67 H 2.826 1.168 -7.173  C54 1.090
68 H 4.447 0.528 -3.802  C56 1.090
69 H 4.304 1.742 -5.101  C56 1.090
70 H 2.127 2.403 -4.160  C57 1.090
71 H 3.383 2.741 -3.181  C57 1.090
72 H 1.521 1.593 -2.052  C58 1.090
73 H 3.058 0.707 -1.871  C58 1.090
74 H 2.328 -1.699 -1.915  C62 1.090
75 H 0.776 -1.072 -1.205  C62 1.090
76 H 0.800 -2.191 -2.520  C62 1.090
77 H -0.040 0.675 -4.567  C63 1.090
78 H -0.573 -0.774 -3.791  C63 1.090
79 H -0.493 0.789 -2.924  C63 1.090
80 H 4.825 -1.270 -5.120  C64 1.090
81 H 4.732 -0.358 -6.686  C64 1.090
82 H 3.749 -1.761 -6.357  C64 1.090
83 H 2.267 -2.762 -4.474  O61 0.960
84 C -0.775 -8.810 -1.762  C85 1.565, H95 1.090, H96 1.090, H97 1.090
85 C -0.971 -8.659 -0.217  C84 1.565, C86 1.534, N90 1.468, C94 1.552
86 C 0.381 -8.921 0.460  C85 1.534, C87 1.542, H98 1.090, H99 1.090
87 C 1.425 -7.787 0.455  C86 1.542, C88 1.611, H100 1.090, H101 1.090
88 C 0.656 -6.434 0.869  C87 1.611, C89 1.520, H102 1.090, H103 1.090
89 C -0.712 -6.146 0.271  C88 1.520, N90 1.448, C92 1.502, C93 1.533
90 N -1.491 -7.367 0.249  C85 1.468, C89 1.448, O91 1.428
91 O -2.834 -7.073 -0.139  N90 1.428, H113 0.960
92 C -1.367 -5.214 1.250  C89 1.502, H104 1.090, H105 1.090, H106 1.090
93 C -0.491 -5.527 -1.114  C89 1.533, H107 1.090, H108 1.090, H109 1.090
94 C -1.966 -9.766 0.222  C85 1.552, H110 1.090, H111 1.090, H112 1.090
95 H -0.249 -9.705 -2.094  C84 1.090
96 H -0.249 -7.961 -2.200  C84 1.090
97 H -1.768 -8.630 -2.174  C84 1.090
98 H 0.193 -8.898 1.533  C86 1.090
99 H 0.814 -9.883 0.183  C86 1.090
100 H 1.921 -7.613 -0.500  C87 1.090
101 H 2.127 -7.965 1.270  C87 1.090
102 H 1.340 -5.637 0.578  C88 1.090
103 H 0.701 -6.392 1.957  C88 1.090
104 H -2.260 -4.735 0.850  C92 1.090
105 H -1.828 -5.562 2.173  C92 1.090
106 H -0.665 -4.417 1.496  C92 1.090
107 H -1.479 -5.206 -1.443  C93 1.090
108 H 0.011 -4.564 -1.011  C93 1.090
109 H 0.078 -6.105 -1.843  C93 1.090
110 H -2.191 -9.581 1.273  C94 1.090
111 H -1.706 -10.794 -0.030  C94 1.090
112 H -2.952 -9.640 -0.226  C94 1.090
113 H -3.201 -7.012 0.746  O91 0.960

---

Values of ΔE to the lowest compared entry with this formula, charge and spin, in order: 0.0000 4.7477, all in eV.